Entry from the OMol25 dataset: a molecular structure, C26H51BrLuN3O6Si (the ωB97M-V functional and the def2-TZVPD basis).

Its net charge is +2. As for the orbital gap: 4.04 eV.

Cartesian coordinates (Å):
1 Lu -0.48 1.65 0.12
2 C 5.41 -2.22 -3.21
3 C 5.33 -2.17 -1.65
4 C 4.87 -3.58 -1.15
5 C 6.76 -1.88 -1.11
6 C 4.40 -1.09 -1.17
7 C 3.52 -1.17 -0.07
8 C 2.64 -0.15 0.25
9 Br 1.46 -0.22 1.80
10 C 2.59 0.96 -0.61
11 O 1.44 1.70 -0.57
12 C 3.64 1.24 -1.50
13 C 4.50 0.18 -1.79
14 C 4.03 2.57 -2.13
15 C 5.28 3.09 -1.42
16 C 2.96 3.65 -1.92
17 C 4.28 2.45 -3.63
18 H 5.89 -3.11 -3.58
19 H 5.91 -1.36 -3.66
20 H 4.38 -2.18 -3.65
21 H 5.47 -4.36 -1.57
22 H 3.84 -3.76 -1.49
23 H 4.93 -3.66 -0.07
24 H 7.45 -2.67 -1.38
25 H 6.75 -1.77 -0.06
26 H 7.06 -0.92 -1.54
27 H 3.44 -2.08 0.54
28 H 5.31 0.36 -2.45
29 H 5.22 2.93 -0.34
30 H 5.48 4.14 -1.66
31 H 6.19 2.52 -1.72
32 H 2.66 3.72 -0.87
33 H 2.09 3.40 -2.50
34 H 3.36 4.56 -2.34
35 H 5.14 1.83 -3.87
36 H 4.43 3.44 -4.07
37 H 3.44 2.00 -4.20
38 C -4.69 -3.69 0.83
39 C -3.85 -3.53 -0.40
40 C -4.67 -3.17 -1.58
41 C -3.01 -4.77 -0.63
42 O -2.90 -2.46 -0.20
43 Si -2.43 -1.30 0.78
44 O -1.57 -0.14 0.17
45 O -2.53 2.66 1.24
46 C -3.93 3.17 1.19
47 C -4.65 2.45 2.33
48 C -3.84 4.68 1.42
49 C -4.44 2.83 -0.21
50 O -2.88 -1.23 2.31
51 C -2.47 -1.72 3.63
52 C -1.76 -3.08 3.45
53 C -1.63 -0.63 4.22
54 C -3.78 -1.93 4.36
55 H -5.32 -4.53 0.63
56 H -5.37 -2.82 0.89
57 H -4.11 -3.83 1.78
58 H -5.27 -4.05 -1.85
59 H -4.02 -2.97 -2.42
60 H -5.38 -2.32 -1.50
61 H -3.62 -5.64 -0.84
62 H -2.37 -4.96 0.22
63 H -2.40 -4.55 -1.53
64 H -4.95 3.16 3.08
65 H -4.03 1.67 2.80
66 H -5.54 1.95 1.90
67 H -3.49 4.89 2.45
68 H -4.79 5.21 1.34
69 H -3.11 5.09 0.72
70 H -4.21 1.78 -0.43
71 H -4.01 3.41 -1.02
72 H -5.53 3.01 -0.29
73 H -0.90 -2.96 2.84
74 H -2.50 -3.81 3.13
75 H -1.45 -3.36 4.46
76 H -0.63 -0.71 3.79
77 H -1.48 -0.84 5.32
78 H -2.16 0.31 4.07
79 H -4.40 -2.67 3.88
80 H -4.34 -1.01 4.52
81 H -3.57 -2.35 5.32
82 O -0.60 2.52 2.14
83 N -1.71 3.01 2.41
84 N -0.33 4.06 -1.56
85 N -1.06 2.83 -1.79
86 H 0.02 4.01 -0.60
87 H -0.86 4.92 -1.75
88 H -0.61 2.42 -2.64
89 H -2.00 2.98 -2.15


Entry from the OMol25 dataset: 4 unconnected molecules or ions with the total composition C26H51FNO4 (the ωB97M-V functional and the def2-TZVPD basis).

As for the multiplicity: 2. As for the orbital gap (spin up / spin down): 9.52 / 9.25 eV.

Cartesian coordinates (Å):
1 C 2.43 2.81 0.79
2 C 1.05 1.94 0.58
3 C 0.04 1.97 1.92
4 C -0.45 0.47 2.35
5 C -2.04 0.30 2.63
6 C -3.03 0.55 1.33
7 C -2.31 0.33 -0.12
8 C -1.73 -1.18 -0.40
9 C -2.58 -2.07 -1.47
10 F -0.29 -1.05 -0.84
11 C -3.50 2.11 1.41
12 C -5.01 2.44 0.90
13 C -5.46 3.84 1.71
14 C -5.01 2.90 -0.71
15 N -6.07 1.43 1.24
16 O -6.33 1.44 2.58
17 C -5.71 0.01 0.89
18 C -6.85 -0.93 1.68
19 C -5.94 -0.37 -0.72
20 C -4.27 -0.51 1.48
21 H 3.33 2.15 0.39
22 H 2.64 3.11 1.90
23 H 2.36 3.74 0.06
24 H 1.30 0.85 0.23
25 H 0.44 2.44 -0.30
26 H 0.73 2.41 2.79
27 H -0.81 2.75 1.76
28 H 0.02 -0.28 1.58
29 H 0.10 0.23 3.38
30 H -2.26 -0.81 3.03
31 H -2.30 1.01 3.55
32 H -3.11 0.53 -0.98
33 H -1.50 1.19 -0.27
34 H -1.68 -1.72 0.66
35 H -1.83 -2.91 -1.88
36 H -2.96 -1.39 -2.35
37 H -3.44 -2.67 -0.93
38 H -3.37 2.59 2.50
39 H -2.76 2.73 0.71
40 H -6.65 3.91 1.69
41 H -5.16 3.78 2.86
42 H -4.93 4.79 1.28
43 H -6.00 2.43 -1.18
44 H -5.16 4.08 -0.78
45 H -4.03 2.58 -1.27
46 H -7.93 -0.42 1.60
47 H -6.90 -1.95 1.05
48 H -6.55 -1.16 2.78
49 H -5.22 0.21 -1.43
50 H -7.04 0.02 -0.99
51 H -5.88 -1.53 -0.88
52 H -4.43 -0.66 2.65
53 H -4.08 -1.58 1.04
54 C 7.25 0.44 -1.78
55 C 5.82 0.72 -1.40
56 O 5.53 1.08 -0.26
57 C 4.77 0.53 -2.46
58 H 7.90 0.62 -0.92
59 H 7.36 -0.60 -2.10
60 H 7.56 1.12 -2.59
61 H 4.77 -0.50 -2.80
62 H 4.96 1.21 -3.29
63 H 3.79 0.77 -2.04
64 C 10.97 0.67 -5.20
65 C 10.51 -0.27 -4.13
66 O 9.37 -0.75 -4.14
67 C 11.49 -0.62 -3.04
68 H 10.16 0.83 -5.92
69 H 11.24 1.64 -4.76
70 H 11.83 0.25 -5.73
71 H 11.78 0.29 -2.50
72 H 12.36 -1.10 -3.47
73 H 11.01 -1.31 -2.33
74 C -1.26 -5.20 0.64
75 C -1.55 -4.67 2.02
76 O -2.19 -3.63 2.18
77 C -1.02 -5.46 3.19
78 H -1.70 -4.54 -0.11
79 H -0.18 -5.25 0.48
80 H -1.70 -6.20 0.52
81 H 0.07 -5.51 3.14
82 H -1.46 -6.46 3.19
83 H -1.31 -4.95 4.12


Entry from the OMol25 dataset: 3 unconnected molecules or ions with the total composition C26H52BrIN2O7 (the ωB97M-V functional and the def2-TZVPD basis).

As for the orbital gap: 8.12 eV. As for the structure (SMILES): CC(=O)OCCCCC[C@]1(COO)OC(=O)O[C@]1(Br)CCCI.CCN(CC)CC.CCN(CC)CC.

Cartesian coordinates (Å):
1 C -0.70 0.73 2.42
2 C -1.72 -0.27 1.85
3 O -1.63 -0.57 0.71
4 O -2.70 -0.88 2.60
5 C -2.17 -1.68 3.67
6 C -2.15 -3.20 3.35
7 C -1.10 -3.60 2.24
8 C 0.01 -4.57 2.80
9 C 1.42 -4.32 2.17
10 C 2.41 -3.55 3.10
11 C 2.97 -4.67 4.03
12 O 3.43 -4.19 5.29
13 O 4.80 -4.43 5.37
14 O 2.01 -2.31 3.68
15 C 3.21 -1.59 3.80
16 O 3.36 -0.60 4.36
17 O 4.24 -2.24 3.09
18 C 3.48 -2.96 2.11
19 Br 4.41 -4.27 0.96
20 C 3.01 -1.88 1.07
21 C 4.17 -0.90 0.66
22 C 3.82 -0.36 -0.77
23 I 2.10 0.97 -0.62
24 H -1.17 1.56 3.00
25 H 0.05 0.27 3.09
26 H -0.21 1.20 1.55
27 H -2.82 -1.54 4.56
28 H -1.15 -1.36 4.00
29 H -1.89 -3.77 4.27
30 H -3.18 -3.51 3.04
31 H -0.66 -2.72 1.73
32 H -1.67 -4.15 1.46
33 H 0.00 -4.58 3.91
34 H -0.31 -5.59 2.47
35 H 1.87 -5.31 1.99
36 H 1.26 -3.86 1.18
37 H 3.81 -5.17 3.51
38 H 2.20 -5.45 4.22
39 H 5.26 -3.60 5.15
40 H 2.70 -2.44 0.16
41 H 2.12 -1.30 1.38
42 H 4.24 -0.06 1.38
43 H 5.16 -1.41 0.68
44 H 3.51 -1.23 -1.39
45 H 4.67 0.13 -1.27
46 C 3.03 3.75 -3.47
47 C 3.27 3.90 -4.97
48 N 4.19 2.92 -5.51
49 C 4.65 3.23 -6.85
50 C 3.62 3.26 -7.98
51 C 3.84 1.52 -5.27
52 C 2.47 1.03 -5.77
53 H 3.98 3.74 -2.92
54 H 2.44 4.59 -3.10
55 H 2.49 2.83 -3.23
56 H 3.69 4.90 -5.13
57 H 2.29 3.89 -5.48
58 H 5.45 2.54 -7.12
59 H 5.13 4.21 -6.81
60 H 3.29 2.26 -8.26
61 H 4.06 3.71 -8.87
62 H 2.74 3.85 -7.72
63 H 3.89 1.34 -4.20
64 H 4.61 0.88 -5.70
65 H 1.66 1.71 -5.50
66 H 2.24 0.06 -5.32
67 H 2.46 0.89 -6.85
68 C -5.50 2.84 3.07
69 C -6.54 2.66 1.97
70 N -5.99 2.76 0.63
71 C -7.00 2.90 -0.40
72 C -7.97 1.72 -0.61
73 C -4.89 1.86 0.32
74 C -5.12 0.36 0.48
75 H -4.95 3.77 2.94
76 H -6.00 2.87 4.04
77 H -4.79 2.02 3.10
78 H -7.29 3.44 2.10
79 H -7.06 1.70 2.13
80 H -6.52 3.13 -1.35
81 H -7.60 3.78 -0.17
82 H -7.48 0.88 -1.11
83 H -8.79 2.04 -1.26
84 H -8.40 1.37 0.32
85 H -4.04 2.14 0.95
86 H -4.54 2.06 -0.70
87 H -5.61 0.11 1.43
88 H -4.16 -0.16 0.46
89 H -5.72 -0.05 -0.33


Entry from the OMol25 dataset: a molecular structure, C26H52O22S8 (the ωB97M-V functional and the def2-TZVPD basis).

As for the orbital gap: 9.99 eV.

Cartesian coordinates (Å):
1 C 17.47 11.19 15.30
2 C 18.02 11.41 16.72
3 O 18.71 12.65 16.65
4 S 18.93 13.14 15.18
5 O 20.27 13.57 14.99
6 O 17.91 14.12 14.84
7 O 18.50 11.82 14.45
8 H 16.52 11.66 15.10
9 H 17.38 10.15 14.93
10 H 18.65 10.52 16.88
11 H 17.24 11.48 17.46
12 C 10.08 17.66 12.79
13 C 10.66 16.30 12.58
14 O 9.94 15.50 13.54
15 S 8.52 16.33 13.92
16 O 8.72 16.92 15.22
17 O 7.41 15.51 13.66
18 O 8.69 17.44 12.82
19 H 10.34 18.32 11.93
20 H 10.42 18.17 13.70
21 H 11.75 16.27 12.73
22 H 10.48 15.86 11.57
23 C 13.17 12.57 12.76
24 C 13.72 11.59 11.68
25 O 12.54 11.10 11.07
26 S 11.40 12.15 10.99
27 O 10.16 11.56 11.23
28 O 11.62 12.96 9.86
29 O 11.82 12.96 12.28
30 H 13.72 13.48 12.82
31 H 13.01 12.24 13.78
32 H 14.42 10.83 12.06
33 H 14.23 12.11 10.89
34 C 14.33 16.12 8.66
35 C 14.91 17.47 8.36
36 C 14.78 18.21 9.76
37 S 13.21 17.80 10.45
38 O 12.19 18.63 9.80
39 O 13.25 17.69 11.89
40 C 13.12 16.18 9.64
41 H 15.18 15.62 9.10
42 H 14.02 15.52 7.80
43 H 14.27 18.00 7.65
44 H 15.97 17.39 8.14
45 H 14.84 19.29 9.79
46 H 15.45 17.78 10.49
47 H 12.21 16.11 9.04
48 H 13.22 15.49 10.49
49 C 13.10 7.06 12.86
50 C 12.55 7.92 14.01
51 C 13.85 8.68 14.51
52 S 15.26 8.11 13.67
53 O 15.72 6.91 14.32
54 O 16.21 9.18 13.45
55 C 14.32 7.61 12.26
56 H 12.44 6.93 12.00
57 H 13.20 6.04 13.31
58 H 12.23 7.22 14.83
59 H 11.82 8.70 13.83
60 H 14.04 8.63 15.57
61 H 13.70 9.71 14.35
62 H 14.86 6.86 11.67
63 H 14.09 8.47 11.58
64 C 15.26 17.52 15.04
65 C 15.62 16.20 14.34
66 C 15.03 15.11 15.25
67 S 13.43 15.64 15.59
68 O 13.30 15.54 17.07
69 O 12.43 15.20 14.65
70 C 13.76 17.41 15.26
71 H 15.53 18.34 14.35
72 H 15.75 17.63 16.00
73 H 16.72 16.03 14.38
74 H 15.32 16.12 13.31
75 H 15.64 15.12 16.19
76 H 15.04 14.08 14.80
77 H 13.48 17.88 16.19
78 H 13.29 17.63 14.32
79 C 8.79 7.36 10.71
80 C 9.50 5.99 10.47
81 C 10.38 6.06 9.20
82 S 10.87 7.82 9.11
83 O 10.68 8.31 7.76
84 O 12.18 7.92 9.75
85 C 9.70 8.47 10.28
86 H 8.58 7.54 11.74
87 H 7.90 7.31 10.03
88 H 8.68 5.30 10.46
89 H 10.12 5.66 11.28
90 H 9.73 6.01 8.35
91 H 11.07 5.23 9.16
92 H 9.23 9.38 9.91
93 H 10.35 8.74 11.04
94 C 9.86 14.29 16.56
95 C 8.99 13.15 15.88
96 C 10.09 12.28 15.16
97 S 11.31 12.14 16.54
98 O 12.61 12.39 15.96
99 O 11.12 10.94 17.34
100 C 10.67 13.51 17.49
101 H 9.32 15.12 17.03
102 H 10.48 14.84 15.80
103 H 8.32 13.49 15.08
104 H 8.48 12.61 16.67
105 H 10.58 12.91 14.42
106 H 9.86 11.18 14.83
107 H 11.57 13.84 18.07
108 H 10.07 13.05 18.23


Respective calculated total energy values: -156074.234 -40177.114 -123256.651 -159525.721 eV.